(1)
88
Properties=species:S:1:pos:R:3:forces:R:3 method="wB97M-V/def2-TZVPD" de_lowest_kcal_mol=11.4 charge=+1 total_energy_ev=-90500.404 e_homo_ev=-9.8 lumo_ev=-2.57 homo_lumo_gap_ev=7.28
Al 0.408 0.239 1.450 -0.286 0.268 0.201
O 1.340 -0.863 2.558 0.382 0.082 -0.264
S 1.772 -2.233 3.090 -0.167 0.027 0.140
C 0.256 -2.826 3.867 -0.062 -0.054 0.011
C -0.264 -1.824 4.904 0.044 0.001 0.022
C -1.789 -1.824 5.044 -0.017 -0.011 0.076
C -2.597 -1.321 3.850 0.010 0.013 -0.015
S -2.267 0.416 3.463 -0.017 -0.008 -0.101
O -1.057 0.326 2.551 0.143 -0.102 -0.001
C -3.626 0.746 2.382 0.017 0.045 -0.020
C -4.713 1.413 2.924 -0.015 0.051 -0.011
C -5.796 1.695 2.103 0.019 0.014 0.024
C -5.761 1.329 0.766 0.015 -0.013 -0.021
C -4.651 0.679 0.236 -0.021 0.013 -0.009
C -3.567 0.379 1.044 0.019 -0.015 0.039
C 1.932 -3.370 1.753 -0.014 0.000 -0.006
C 3.177 -3.974 1.633 0.031 0.010 -0.013
C 3.387 -4.885 0.608 0.007 0.009 0.008
C 2.363 -5.163 -0.284 -0.025 0.010 -0.007
C 1.123 -4.543 -0.162 0.034 -0.013 -0.009
C 0.897 -3.644 0.863 -0.015 -0.019 0.029
H 0.523 -3.784 4.317 -0.040 -0.026 -0.024
H -0.461 -3.020 3.068 0.020 0.066 -0.021
H 0.084 -0.819 4.661 -0.032 0.003 -0.036
H 0.161 -2.068 5.878 0.031 0.020 -0.010
H -2.046 -1.211 5.911 -0.005 -0.015 -0.002
H -2.142 -2.831 5.279 0.016 -0.009 -0.039
H -3.665 -1.378 4.065 0.000 0.020 0.017
H -2.414 -1.857 2.915 -0.006 -0.012 0.007
H -4.706 1.730 3.960 -0.012 0.009 0.000
H -6.652 2.219 2.503 0.003 0.001 0.005
H -6.600 1.564 0.125 0.000 0.000 -0.001
H -4.626 0.414 -0.812 -0.003 0.001 -0.001
H -2.686 -0.104 0.637 -0.007 -0.003 -0.004
H 3.972 -3.732 2.328 -0.001 -0.003 0.002
H 4.349 -5.366 0.505 0.001 -0.001 -0.002
H 2.530 -5.866 -1.090 0.005 -0.001 0.002
H 0.338 -4.754 -0.876 -0.004 0.005 0.003
H -0.056 -3.140 0.939 0.011 -0.011 -0.005
C -0.134 -0.697 -0.131 0.163 -0.078 0.018
C -0.171 -1.316 -1.174 -0.233 0.031 -0.008
C -0.214 -2.056 -2.401 0.070 -0.002 -0.004
C 0.980 -2.353 -3.062 -0.017 -0.015 -0.004
C 0.956 -3.067 -4.249 0.011 0.010 0.011
C -0.253 -3.491 -4.784 -0.012 0.002 0.002
C -1.443 -3.196 -4.131 0.004 -0.010 -0.008
C -1.428 -2.480 -2.945 0.007 -0.004 0.026
H 1.917 -2.007 -2.641 -0.004 -0.011 0.006
H 1.883 -3.285 -4.764 0.004 0.000 0.001
H -0.270 -4.046 -5.712 0.001 0.000 -0.001
H -2.386 -3.520 -4.550 0.001 -0.001 -0.002
H -2.351 -2.241 -2.434 -0.003 -0.002 -0.003
Cl -3.538 5.304 3.417 -0.008 -0.033 -0.016
C -2.166 4.440 2.785 -0.026 0.001 -0.028
C -1.080 4.184 3.606 0.004 0.014 0.022
C 0.000 3.474 3.104 0.016 -0.024 -0.012
C 0.021 3.008 1.790 -0.086 -0.111 0.064
C 1.096 2.084 1.308 -0.110 -0.229 -0.002
C -1.075 3.313 0.979 0.015 0.003 0.003
C -2.164 4.022 1.464 0.011 0.003 0.009
H -1.081 4.543 4.626 -0.002 -0.006 -0.001
H 0.846 3.274 3.753 -0.006 -0.010 0.003
H 2.030 2.222 1.855 0.028 0.058 -0.055
H 1.286 2.243 0.243 0.099 0.089 0.057
H -1.082 2.978 -0.054 -0.004 -0.010 0.000
H -3.006 4.248 0.824 -0.005 -0.004 0.002
C 3.472 -0.117 -4.683 -0.015 0.000 0.000
C 3.795 1.211 -4.003 -0.001 0.020 -0.024
Sb 2.786 1.368 -2.104 0.016 -0.104 0.005
C 0.789 1.499 -2.923 -0.027 0.013 -0.031
C 0.613 2.492 -4.065 0.011 0.005 0.002
C 3.016 3.498 -1.762 0.002 0.020 0.027
C 3.726 4.285 -2.858 -0.002 -0.009 -0.010
H 3.966 -0.199 -5.653 0.006 -0.003 -0.001
H 2.399 -0.233 -4.852 0.006 0.017 -0.007
H 3.799 -0.965 -4.075 0.012 0.000 0.000
H 3.506 2.053 -4.632 -0.004 -0.001 -0.003
H 4.866 1.302 -3.819 -0.003 -0.008 0.008
H 0.139 1.752 -2.081 0.010 -0.005 0.002
H 0.498 0.492 -3.231 0.014 0.042 -0.005
H 0.887 3.505 -3.765 -0.001 0.001 0.001
H -0.424 2.523 -4.408 -0.002 -0.001 0.001
H 1.229 2.226 -4.926 0.000 0.000 -0.004
H 3.544 3.605 -0.814 0.006 -0.003 -0.002
H 2.007 3.887 -1.597 -0.001 -0.001 -0.005
H 4.734 3.907 -3.036 0.000 -0.001 0.001
H 3.815 5.338 -2.585 0.000 0.000 0.002
H 3.190 4.237 -3.806 -0.004 0.002 0.000

(2)
86
Properties=species:S:1:pos:R:3:forces:R:3 method="wB97M-V/def2-TZVPD" de_lowest_kcal_mol=0.0 total_energy_ev=-68920.442 e_homo_ev=-10.0 lumo_ev=0.40 homo_lumo_gap_ev=10.36
C 4.042 -2.315 1.344 0.261 -0.075 0.078
C 4.388 -0.877 1.755 -0.498 -0.072 0.071
C 3.586 0.216 1.038 0.231 0.180 -0.047
C 3.533 0.072 -0.492 0.082 0.029 0.342
C 3.763 1.385 -1.227 -0.309 -0.069 -0.274
C 2.584 2.357 -1.185 0.354 -0.198 0.013
C 2.904 3.599 -2.010 -0.125 0.114 0.123
C 1.708 4.458 -2.415 0.191 0.002 -0.271
C 0.825 3.751 -3.455 -0.190 0.084 0.216
C -0.693 3.993 -3.322 0.070 -0.037 -0.038
C -1.524 2.718 -3.120 -0.211 0.112 0.175
C -2.043 2.564 -1.678 -0.170 -0.092 -0.496
C -2.391 1.119 -1.284 -0.103 0.249 0.124
C -1.889 0.691 0.111 -0.056 0.130 -0.322
C -2.960 -0.144 0.820 0.063 -0.234 0.114
C -4.056 0.718 1.462 -0.392 0.004 -0.553
O -3.644 1.932 2.102 0.247 -0.232 0.196
S -2.564 1.832 3.322 -0.049 0.054 0.061
O -3.120 2.624 4.381 -0.104 -0.049 0.070
O -2.810 0.256 3.733 0.218 0.143 -0.179
C -1.855 -0.613 3.060 -0.052 -0.297 -0.040
B -1.285 -1.613 4.180 -0.057 -0.409 -0.280
O 0.087 -1.666 4.255 -0.214 0.996 0.071
C -2.157 -2.490 5.140 0.235 0.076 0.604
C -2.705 -1.679 6.358 0.148 -0.090 -0.387
C -2.420 -1.231 1.776 0.001 0.280 0.078
Cl -3.857 -2.297 2.150 0.030 -0.058 0.020
C -1.316 -2.136 1.213 -0.207 -0.066 -0.025
C -1.373 -2.514 -0.266 0.910 -0.060 0.194
O -0.007 -2.616 -0.701 -0.454 -0.061 -0.121
Si 0.328 -2.735 -2.326 0.504 0.120 -0.342
C -0.951 -3.758 -3.229 0.197 0.075 0.399
C 2.024 -3.518 -2.431 -0.262 -0.037 0.440
C 0.413 -1.038 -3.133 -0.206 -0.025 0.181
H 3.652 -2.386 0.329 -0.049 0.020 -0.015
H 3.317 -2.761 2.023 -0.161 0.050 -0.073
H 4.932 -2.944 1.384 -0.008 -0.056 0.013
H 4.171 -0.785 2.819 0.266 0.089 0.121
H 5.453 -0.679 1.626 0.028 -0.061 -0.113
H 2.588 0.299 1.475 -0.090 -0.105 -0.100
H 4.081 1.168 1.258 -0.074 0.044 0.106
H 2.572 -0.355 -0.791 0.010 -0.064 -0.106
H 4.302 -0.641 -0.798 0.021 0.005 -0.069
H 4.660 1.880 -0.844 0.064 -0.046 -0.016
H 3.938 1.167 -2.286 0.157 -0.006 0.009
H 2.373 2.637 -0.149 -0.174 0.017 -0.012
H 1.716 1.818 -1.579 -0.141 0.142 0.050
H 3.417 3.291 -2.927 0.070 0.009 0.015
H 3.609 4.207 -1.436 0.094 0.018 -0.085
H 2.109 5.372 -2.860 -0.132 0.152 0.142
H 1.128 4.757 -1.539 -0.027 -0.086 0.047
H 1.030 2.681 -3.389 -0.100 -0.048 -0.120
H 1.120 4.070 -4.456 0.222 -0.128 -0.004
H -0.884 4.656 -2.474 0.011 0.100 -0.046
H -1.040 4.526 -4.207 -0.064 0.011 0.008
H -2.400 2.757 -3.771 0.049 -0.176 -0.105
H -0.955 1.832 -3.406 0.103 0.013 -0.053
H -1.348 3.020 -0.969 0.107 -0.121 0.006
H -2.966 3.147 -1.649 0.115 0.214 0.385
H -2.014 0.432 -2.044 0.040 -0.089 0.009
H -3.479 1.020 -1.301 0.010 -0.069 -0.067
H -0.965 0.121 0.000 0.066 0.033 0.086
H -1.644 1.596 0.666 0.005 -0.109 0.209
H -3.498 -0.675 0.030 0.039 -0.195 0.078
H -4.655 0.123 2.143 -0.009 0.008 0.099
H -4.723 1.052 0.668 0.033 0.194 0.022
H -1.015 0.010 2.723 0.028 -0.012 -0.018
H 0.383 -1.721 5.168 0.219 -0.691 0.022
H -2.966 -3.005 4.629 -0.073 0.144 -0.101
H -1.503 -3.279 5.524 -0.003 -0.057 -0.032
H -3.791 -1.672 6.346 -0.040 0.102 0.110
H -2.363 -0.644 6.333 -0.113 0.074 0.087
H -2.358 -2.117 7.291 -0.105 -0.011 0.075
H -0.343 -1.680 1.404 0.006 0.141 -0.143
H -1.324 -3.064 1.786 0.079 0.058 0.145
H -1.885 -1.770 -0.877 -0.249 -0.022 0.016
H -1.828 -3.497 -0.383 -0.346 0.119 -0.123
H -1.037 -4.743 -2.767 -0.077 -0.068 -0.088
H -1.928 -3.273 -3.216 -0.064 -0.051 -0.098
H -0.618 -3.881 -4.260 -0.106 -0.023 -0.068
H 2.049 -4.311 -3.178 0.143 0.074 -0.122
H 2.253 -3.970 -1.464 0.043 -0.072 -0.012
H 2.792 -2.771 -2.627 0.069 -0.054 -0.152
H 1.263 -1.005 -3.814 -0.028 0.037 -0.080
H -0.495 -0.812 -3.695 0.001 0.057 -0.070
H 0.550 -0.244 -2.394 0.050 0.007 0.035

(3)
50
Properties=species:S:1:pos:R:3:forces:R:3 method="wB97M-V/def2-TZVPD" de_lowest_kcal_mol=92.1 charge=+1 total_energy_ev=-122795.713 e_homo_ev=-12.3 lumo_ev=-2.89 homo_lumo_gap_ev=9.38
Zn -0.192 0.139 -0.005 -0.261 -1.259 1.005
C 2.409 2.688 -2.187 0.148 -1.187 0.173
F 1.524 3.128 -3.054 -0.420 0.051 0.857
F 3.591 3.030 -2.613 0.883 -0.380 -0.440
F 2.306 3.207 -0.956 -0.821 0.267 -0.355
S 2.370 0.706 -1.963 1.181 0.293 3.247
O 3.039 0.170 -3.096 -0.667 -0.152 -0.182
O 3.090 0.485 -0.663 -2.780 0.726 -2.494
N 0.508 0.248 -1.770 3.486 1.400 -2.540
S 0.149 -0.117 -3.322 0.465 0.320 -3.194
O 0.710 0.855 -4.286 -1.637 -1.226 2.062
O 0.494 -1.498 -3.616 -1.315 0.743 0.677
C -1.868 0.115 -3.525 0.899 1.166 -1.224
F -2.162 1.462 -3.561 0.473 -1.928 0.120
F -2.337 -0.431 -4.717 1.075 0.745 2.632
F -2.447 -0.418 -2.461 -0.447 -0.175 -0.743
C -1.506 -2.662 -0.400 -0.036 -1.852 1.610
O -1.340 -1.499 -0.289 -0.381 4.871 0.141
N -1.727 -3.423 0.681 -0.168 -1.226 0.694
N -1.455 -3.270 -1.533 0.017 -2.311 -3.559
H -1.556 -4.411 0.556 -0.441 0.129 0.840
H -1.918 -2.967 1.562 0.441 -0.533 -0.309
H -1.428 -2.759 -2.404 0.426 0.048 0.246
H -1.506 -4.276 -1.613 -0.186 0.274 -0.019
C -1.118 -0.015 3.104 5.733 6.234 -2.472
O -0.832 -0.087 1.927 0.691 -0.611 -1.358
N -0.556 0.889 3.936 0.801 0.336 1.687
N -2.138 -0.496 3.569 -7.161 -5.338 2.750
H -0.893 0.749 4.878 0.755 0.811 0.144
H 0.228 1.505 3.777 -0.233 -0.546 -0.212
H -2.404 -0.423 4.541 -0.224 -0.354 -0.367
H -2.484 -1.217 2.953 -0.874 -0.017 0.639
C 2.051 -1.687 1.367 3.157 0.503 3.517
O 1.125 -1.293 0.737 -1.568 0.100 -2.081
N 2.711 -1.011 2.344 -0.046 1.959 1.026
N 2.625 -2.881 1.381 -1.255 -3.658 -2.351
H 3.081 -1.613 3.066 0.029 0.687 0.032
H 2.418 -0.081 2.607 0.097 -0.253 -0.091
H 3.478 -3.202 1.815 -0.255 0.648 -0.130
H 2.109 -3.560 0.840 0.487 -0.262 -0.065
C -0.323 2.908 0.793 -2.441 1.811 -1.309
C -1.323 2.702 -0.356 -1.045 0.821 0.230
O -1.886 1.408 -0.429 0.664 -1.476 0.305
O 0.681 1.970 0.680 0.713 -0.234 1.007
H -0.812 2.987 1.764 -0.105 -0.649 0.233
H 0.148 3.879 0.644 -0.311 0.375 -0.234
H -0.842 2.893 -1.315 -0.041 0.313 0.031
H -2.277 3.210 -0.215 0.949 1.786 -0.051
H -2.840 1.491 -0.358 0.107 -0.559 0.069
H 1.323 2.475 1.184 1.438 -1.232 -0.195

(4)
75
Properties=species:S:1:pos:R:3:forces:R:3 method="wB97M-V/def2-TZVPD" spin_multiplicity=3 s2=2.037 charge=-2 total_energy_ev=-72211.512 e_homo_ev="-0.7 / -0.7" lumo_ev="3.43 / 3.43" homo_lumo_gap_ev="4.08 / 4.12"
O -1.300 -0.549 2.616 -0.740 1.647 1.479
V -1.997 0.223 3.861 0.747 1.436 -2.188
C -2.685 2.802 3.547 6.429 -5.610 0.325
O -3.021 1.837 2.826 -5.545 -4.400 -6.656
O -1.627 3.304 3.244 3.278 8.826 -4.305
O -2.490 2.264 4.654 -2.166 -2.348 10.620
C 0.413 0.561 5.202 -5.952 0.559 2.284
O 0.291 1.404 6.084 4.196 3.891 7.228
O -0.396 -0.333 5.266 -2.203 -9.692 1.152
O 0.219 1.252 4.258 2.997 5.583 -10.639
B -3.667 -1.215 4.314 -0.914 0.209 0.220
H -3.353 -1.179 3.282 0.956 0.127 -3.895
H -4.157 -2.155 4.517 -1.709 -3.464 0.622
H -2.815 -1.190 4.976 3.493 -0.059 2.741
H -4.279 -0.366 4.577 -2.494 3.126 0.831
C 2.278 -1.477 1.239 -0.652 -0.574 0.551
O 2.654 -1.462 -0.132 1.195 0.984 -0.476
C 3.553 -0.406 -0.559 -0.163 -0.504 0.143
C 5.032 -0.616 -0.176 -1.185 0.274 1.127
N 5.901 0.181 -1.029 -0.290 -0.654 1.011
C 7.299 0.080 -0.552 -1.441 2.202 -1.833
C 8.096 1.193 -1.354 0.378 -1.736 -0.369
O 8.834 0.644 -2.475 -0.320 0.258 0.216
C 8.105 -0.175 -3.382 1.717 -0.783 -0.005
H 2.963 -1.055 1.974 0.462 0.290 -0.399
H 2.148 -2.521 1.524 0.223 -0.204 -0.126
H 1.295 -1.057 1.449 -0.069 0.530 -0.415
H 3.179 0.580 -0.283 0.090 -0.036 0.413
H 3.575 -0.362 -1.648 -0.535 -0.492 -0.245
H 5.219 -1.685 -0.078 0.256 -0.513 -0.815
H 5.185 -0.324 0.863 0.034 0.559 0.118
H 5.769 -0.144 -1.976 0.367 -0.016 -0.243
H 7.629 -0.950 -0.687 0.799 0.110 0.213
H 7.226 0.381 0.494 0.415 -0.274 0.052
H 8.810 1.655 -0.672 0.285 -0.024 -0.325
H 7.503 1.973 -1.832 -0.754 -0.080 0.795
H 7.265 0.183 -3.977 -0.335 0.724 0.651
H 7.897 -1.139 -2.919 -0.586 -0.023 0.124
H 8.864 -0.423 -4.124 0.028 -0.013 -0.207
C -5.773 -3.245 -0.963 -0.540 -0.366 -0.931
O -4.624 -2.408 -0.919 -1.411 -1.371 0.601
C -4.829 -1.397 0.088 1.637 0.218 -0.174
C -3.608 -0.484 0.006 -0.325 0.842 -0.865
N -3.816 0.640 -0.934 0.425 0.632 -2.266
C -3.087 0.581 -2.288 -0.395 -1.484 2.182
C -3.719 -0.464 -3.210 -0.222 0.726 -0.651
O -5.093 -0.086 -3.504 0.165 -0.798 -0.971
C -5.716 -1.073 -4.344 -0.110 -0.142 1.290
H -6.162 -3.653 -0.030 0.165 0.779 0.606
H -5.739 -4.170 -1.538 1.524 -0.149 -0.369
H -6.569 -2.781 -1.547 -0.467 0.754 0.487
H -4.831 -1.798 1.102 -0.321 -0.491 -0.029
H -5.755 -0.861 -0.116 -0.147 0.108 0.066
H -2.763 -1.046 -0.393 0.101 -0.361 0.457
H -3.357 -0.082 0.987 0.044 0.029 -0.031
H -4.775 0.647 -1.249 -0.341 0.168 0.465
H -2.074 0.258 -2.047 0.107 -0.180 -0.123
H -2.937 1.551 -2.762 -0.652 0.142 0.132
H -3.678 -1.485 -2.832 -0.158 0.130 0.505
H -3.183 -0.493 -4.158 0.214 0.153 -0.382
H -5.867 -1.973 -3.748 0.069 -0.318 0.150
H -5.166 -1.405 -5.224 0.453 0.500 -0.155
H -6.722 -0.781 -4.646 0.158 0.570 0.026
C 0.198 1.771 -1.205 -0.430 0.217 -0.318
C -0.057 2.014 0.284 0.817 -1.641 0.649
C 1.247 2.439 0.934 0.316 0.150 0.749
O -1.058 2.906 0.527 -0.608 2.015 -1.720
H -0.595 2.243 -1.786 -0.038 0.128 -0.018
H 0.228 0.731 -1.528 0.014 -0.203 0.359
H 1.150 2.215 -1.494 0.048 0.142 -0.157
H -0.440 1.132 0.797 0.635 -0.938 -0.225
H 1.097 2.741 1.971 -0.266 0.097 0.069
H 1.683 3.278 0.393 0.078 0.146 -0.099
H 1.989 1.644 1.013 -0.015 -0.207 -0.319
H -1.010 3.160 1.452 -0.815 0.163 1.235